{"formula": "C38H99N5O12", "method": "ωB97M-V/def2-TZVPD", "e_above_lowest_kcal_mol": 183.3, "fmax_ev_per_a": 3.48, "smiles": "COC[C@H](C)N.COC[C@H](C)N.COCCNCCOC.COCCNCCOC.COCCNCCOC.CC(C)O.CC(C)O.CC(C)O.CC(C)O", "energy_ha": -2683.457213, "e_homo_ev": -8.27, "lumo_energy_ev": 0.2, "elements": ["C", "O", "C", "C", "C", "N", "H", "H", "H", "H", "H", "H", "H", "H", "H", "H", "H", "C", "O", "C", "C", "C", "N", "H", "H", "H", "H", "H", "H", "H", "H", "H", "H", "H", "C", "O", "C", "C", "N", "C", "C", "O", "C", "H", "H", "H", "H", "H", "H", "H", "H", "H", "H", "H", "H", "H", "H", "H", "C", "O", "C", "C", "N", "C", "C", "O", "C", "H", "H", "H", "H", "H", "H", "H", "H", "H", "H", "H", "H", "H", "H", "H", "C", "O", "C", "C", "N", "C", "C", "O", "C", "H", "H", "H", "H", "H", "H", "H", "H", "H", "H", "H", "H", "H", "H", "H", "C", "C", "C", "O", "H", "H", "H", "H", "H", "H", "H", "H", "C", "C", "C", "O", "H", "H", "H", "H", "H", "H", "H", "H", "C", "C", "C", "O", "H", "H", "H", "H", "H", "H", "H", "H", "C", "C", "C", "O", "H", "H", "H", "H", "H", "H", "H", "H"], "positions_angstrom": [[-0.265, -1.174, -2.156], [-0.398, -0.176, -1.152], [0.575, -0.140, -0.179], [0.279, 1.016, 0.833], [1.610, 1.492, 1.537], [-0.546, 0.470, 1.942], [-1.149, -0.956, -2.755], [-0.320, -2.188, -1.761], [0.596, -1.122, -2.822], [0.544, -1.139, 0.258], [1.604, 0.044, -0.487], [-0.263, 1.782, 0.278], [2.029, 0.593, 1.990], [1.547, 2.271, 2.297], [2.373, 1.914, 0.883], [-1.449, 0.106, 1.673], [-0.784, 1.247, 2.542], [0.122, -7.351, -5.361], [0.620, -7.268, -6.713], [1.237, -6.032, -7.111], [2.758, -6.033, -6.857], [3.445, -4.677, -6.905], [3.453, -6.941, -7.784], [-0.943, -7.126, -5.409], [0.790, -6.897, -4.629], [0.107, -8.413, -5.112], [1.049, -5.944, -8.181], [0.719, -5.248, -6.558], [2.953, -6.292, -5.816], [3.050, -3.947, -6.198], [3.460, -4.307, -7.930], [4.520, -4.552, -6.769], [3.655, -6.401, -8.613], [2.895, -7.749, -8.022], [1.830, 2.333, 12.099], [1.414, 3.286, 11.125], [2.005, 2.874, 9.862], [2.127, 4.142, 9.006], [0.858, 4.791, 8.594], [0.182, 3.974, 7.502], [-1.371, 4.162, 7.506], [-2.006, 3.001, 7.139], [-3.376, 3.302, 6.923], [1.725, 1.284, 11.822], [1.296, 2.484, 13.038], [2.895, 2.459, 12.293], [1.503, 2.088, 9.297], [3.037, 2.532, 9.939], [2.730, 4.041, 8.104], [2.519, 4.900, 9.684], [1.184, 5.657, 8.190], [0.514, 2.938, 7.445], [0.585, 4.441, 6.603], [-1.476, 4.948, 6.758], [-1.751, 4.620, 8.419], [-3.609, 3.386, 5.862], [-3.749, 4.174, 7.459], [-3.982, 2.451, 7.236], [13.169, -4.685, -0.307], [13.142, -3.852, -1.542], [12.144, -2.840, -1.589], [10.703, -3.387, -1.615], [9.927, -3.058, -0.449], [9.321, -1.722, -0.561], [8.301, -1.481, 0.599], [7.073, -2.143, 0.383], [6.709, -3.070, 1.345], [12.206, -5.192, -0.240], [13.298, -4.165, 0.642], [13.924, -5.442, -0.521], [12.270, -2.376, -2.568], [12.322, -2.056, -0.853], [10.609, -4.459, -1.792], [10.246, -2.992, -2.523], [9.126, -3.673, -0.425], [8.687, -1.629, -1.443], [10.121, -0.985, -0.499], [8.094, -0.414, 0.686], [8.685, -1.654, 1.604], [5.994, -3.782, 0.934], [6.362, -2.710, 2.313], [7.632, -3.621, 1.522], [-7.351, 2.603, 0.350], [-8.495, 2.178, 0.989], [-8.677, 0.787, 0.973], [-9.937, 0.525, 1.912], [-11.258, 0.770, 1.362], [-11.610, -0.070, 0.139], [-13.090, 0.190, -0.306], [-13.503, -0.834, -1.099], [-13.927, -2.160, -0.521], [-6.478, 2.189, 0.855], [-7.413, 3.689, 0.284], [-7.364, 2.259, -0.685], [-7.825, 0.239, 1.375], [-8.757, 0.298, 0.002], [-9.930, 1.105, 2.835], [-9.886, -0.503, 2.273], [-11.583, 1.723, 1.439], [-11.507, -1.117, 0.422], [-10.837, -0.001, -0.627], [-13.148, 1.145, -0.828], [-13.570, 0.522, 0.615], [-14.782, -1.871, 0.090], [-13.221, -2.731, 0.083], [-14.341, -2.819, -1.284], [-1.605, 6.000, -5.158], [-1.944, 4.648, -4.524], [-1.989, 3.530, -5.572], [-0.848, 4.403, -3.581], [-0.971, 5.833, -6.029], [-1.119, 6.663, -4.441], [-2.450, 6.627, -5.441], [-2.890, 4.689, -3.984], [-2.283, 2.526, -5.266], [-0.970, 3.463, -5.954], [-2.662, 3.764, -6.397], [-0.900, 3.462, -3.399], [-4.649, -3.725, 0.500], [-5.725, -4.086, 1.530], [-5.449, -3.559, 2.972], [-6.945, -3.627, 1.137], [-4.753, -4.199, -0.476], [-3.667, -3.999, 0.884], [-4.562, -2.658, 0.294], [-5.793, -5.171, 1.614], [-5.275, -2.484, 2.919], [-4.432, -3.778, 3.299], [-6.287, -3.804, 3.624], [-7.348, -4.245, 0.523], [7.063, 6.374, 5.524], [6.416, 7.016, 4.255], [5.127, 6.267, 3.887], [6.273, 8.343, 4.524], [6.396, 5.832, 6.195], [7.779, 6.986, 6.073], [7.781, 5.645, 5.148], [7.133, 6.960, 3.435], [4.439, 6.529, 4.691], [5.276, 5.187, 3.865], [4.626, 6.770, 3.060], [6.055, 8.564, 5.433], [-2.181, -1.108, -9.168], [-1.422, -0.785, -10.410], [0.068, -0.533, -10.039], [-1.531, -1.825, -11.326], [-3.184, -1.454, -9.418], [-2.378, -0.144, -8.699], [-1.662, -1.818, -8.525], [-1.794, 0.138, -10.855], [0.578, -0.127, -10.912], [0.644, -1.338, -9.582], [-0.066, 0.190, -9.234], [-2.450, -1.808, -11.600]], "forces_ev_per_a": [[-1.033, 0.558, 0.025], [-0.162, 0.467, -1.488], [0.612, 0.396, 1.539], [0.364, -1.238, 0.910], [-0.310, -0.309, -0.802], [0.130, 0.512, 0.090], [0.045, -0.527, -0.265], [-0.038, -0.090, 0.269], [0.409, 0.440, 0.305], [0.382, 0.023, 0.906], [0.107, -0.094, -0.923], [0.290, 0.302, -0.102], [0.072, 0.078, 0.160], [-0.782, -0.200, 0.199], [-0.169, -0.260, -0.584], [0.001, -0.160, -0.620], [0.071, 0.111, 0.370], [0.272, -1.122, -1.420], [0.520, -0.084, 0.165], [-0.134, -0.279, 0.892], [0.712, -0.106, 0.356], [0.133, 1.097, -1.084], [0.102, 0.445, 0.708], [0.109, 0.954, 0.630], [-0.459, 0.589, -0.008], [0.296, -0.167, -0.067], [-0.035, 0.173, -0.009], [0.124, 0.475, -0.120], [-0.323, -0.927, 0.127], [-0.532, 0.022, -0.302], [-0.933, 0.543, -0.250], [0.265, -1.343, 0.712], [0.002, -0.262, -0.322], [-0.124, 0.001, -0.011], [0.235, 0.319, 0.488], [0.746, -1.974, -1.039], [-0.012, 1.920, -0.707], [-1.166, 0.903, 0.601], [-0.444, -1.998, -0.203], [0.214, 1.790, 0.598], [2.545, 1.159, -0.356], [-1.163, -0.198, 0.013], [-0.694, -1.189, -0.337], [-0.433, -0.031, -0.415], [-0.128, 0.205, -0.173], [0.229, 0.128, 0.141], [-0.690, -0.171, 0.508], [0.174, -0.130, 0.689], [0.605, -0.528, 0.175], [0.759, -0.126, -0.109], [-0.408, 0.170, -0.136], [-0.267, -0.065, 0.586], [-0.294, -0.358, -0.579], [-0.670, 0.155, -0.400], [0.179, -0.420, 0.508], [0.260, 0.445, -0.210], [0.306, 0.113, 0.057], [0.119, -0.119, 0.284], [-0.885, 0.418, -1.974], [0.292, -0.506, 1.785], [-0.055, -0.980, -0.785], [0.094, 0.129, -0.359], [-0.927, 0.566, 0.347], [-0.782, -0.477, 1.891], [0.574, 0.933, 0.032], [-0.369, 0.880, -0.919], [1.093, -1.423, 0.247], [-0.100, -0.133, 0.072], [0.419, 0.419, -0.268], [0.101, 0.271, 0.307], [0.425, 0.054, 0.009], [-0.265, -0.100, 0.424], [0.757, -0.173, 0.241], [-0.282, 0.377, -0.236], [-0.016, -0.419, 0.149], [0.352, 0.236, -0.553], [-0.205, 0.219, -0.251], [-0.141, 0.301, -0.566], [0.368, -0.802, -0.040], [-0.174, 0.277, -0.078], [-0.193, 0.554, -0.080], [-0.084, -0.621, 0.603], [0.021, 0.126, -0.846], [-0.972, -0.371, 0.137], [-1.301, -0.361, 1.987], [0.130, -0.035, -0.709], [-0.086, -1.742, -1.151], [-0.052, 1.415, 1.657], [2.992, 1.157, 1.339], [-1.316, -2.995, -0.974], [-0.791, 2.293, 0.224], [0.416, 0.391, -0.017], [0.491, 0.001, 0.391], [0.267, -0.216, -0.313], [0.408, 0.226, 0.612], [-0.538, 0.573, -0.570], [0.758, 0.324, -0.156], [-0.015, -0.342, -0.268], [0.188, -0.131, -0.631], [-0.324, -0.132, 0.487], [-0.329, 0.601, -0.550], [0.118, -0.238, -0.900], [-0.994, -1.207, 0.444], [-0.002, -0.370, 0.411], [0.482, 0.511, -0.127], [0.465, 0.498, -0.472], [-0.258, 0.195, 0.163], [0.610, 0.074, 0.196], [0.305, 0.299, -0.267], [-1.017, -0.089, -0.722], [0.125, 0.238, 0.069], [0.443, -0.405, 0.115], [-0.409, -0.547, -0.354], [-0.033, 0.090, 0.201], [-0.011, 0.116, 0.644], [0.009, -0.110, -0.289], [0.033, 0.284, -0.041], [0.208, -0.168, 0.301], [0.778, 0.119, 0.407], [1.886, -0.586, 0.989], [0.719, 0.792, -1.610], [-2.370, 1.037, -0.525], [-0.333, -0.258, 0.117], [0.117, -0.234, 0.006], [-0.423, 0.190, 0.242], [0.350, -0.349, -0.020], [-0.921, 0.454, -0.103], [-0.273, -1.163, 0.387], [0.454, -0.044, 0.163], [0.010, 0.074, -0.058], [1.044, -1.166, -1.180], [0.889, -2.041, 1.671], [-0.091, 1.519, 0.927], [-0.846, 2.826, -0.702], [-0.219, 0.313, -0.018], [-0.586, 0.725, 0.058], [-0.176, -0.669, -0.007], [0.031, -0.063, -0.090], [-0.147, -0.465, 0.430], [-0.176, 0.166, -0.481], [0.340, -0.658, -0.633], [-0.071, -0.491, 0.030], [-1.027, 0.776, 0.290], [1.860, -0.266, 0.642], [-1.264, 0.512, -0.151], [0.007, -0.618, -0.987], [-0.013, -0.403, 0.009], [0.225, -0.118, 0.736], [-0.130, 0.096, 0.016], [-0.078, 0.241, -0.030], [0.234, 0.091, 0.291], [-0.399, -0.450, -0.372], [0.658, 0.522, -0.161], [-0.070, -0.385, -0.275]], "lowdin_charge": [-0.099, -0.191, -0.240, -0.367, -0.067, 0.015, 0.087, 0.084, 0.084, 0.123, 0.115, 0.127, 0.075, 0.064, 0.066, 0.063, 0.060, -0.089, -0.215, -0.185, -0.432, -0.083, 0.041, 0.085, 0.086, 0.079, 0.125, 0.116, 0.125, 0.076, 0.070, 0.076, 0.060, 0.066, -0.127, -0.166, -0.215, -0.222, -0.068, -0.151, -0.268, -0.162, -0.110, 0.083, 0.085, 0.081, 0.113, 0.113, 0.110, 0.116, 0.090, 0.107, 0.102, 0.111, 0.119, 0.085, 0.086, 0.084, -0.059, -0.207, -0.214, -0.232, -0.070, -0.179, -0.219, -0.189, -0.133, 0.066, 0.082, 0.083, 0.113, 0.116, 0.122, 0.104, 0.097, 0.116, 0.116, 0.113, 0.118, 0.090, 0.087, 0.079, -0.135, -0.190, -0.212, -0.197, -0.079, -0.156, -0.276, -0.183, -0.028, 0.089, 0.092, 0.084, 0.109, 0.106, 0.113, 0.103, 0.103, 0.100, 0.096, 0.118, 0.111, 0.080, 0.074, 0.079, -0.061, -0.453, -0.072, -0.069, 0.077, 0.077, 0.074, 0.126, 0.071, 0.081, 0.079, 0.070, -0.059, -0.533, -0.041, -0.038, 0.072, 0.072, 0.076, 0.128, 0.071, 0.073, 0.080, 0.098, -0.060, -0.521, -0.053, -0.040, 0.072, 0.075, 0.067, 0.132, 0.071, 0.082, 0.077, 0.096, -0.073, -0.538, -0.044, -0.037, 0.078, 0.079, 0.089, 0.133, 0.076, 0.077, 0.071, 0.088]}